No. 1
DFT (ωB97M-V/def2-TZVPD) results for a molecular structure, C4H6S4 at a distorted geometry.

The multiplicity is 1. The net charge is 0. Its energy relative to the best compared isomer or geometry (same formula, charge and spin) is 4.4470 eV.

Each line ends with the natural charge from an NBO analysis.
CARTESIAN COORDINATES (ANGSTROEM)
S -0.7532 2.6739 -0.0543  -0.02
S -1.7197 0.1312 1.0899  0.10
S 2.5754 0.5425 0.0946  0.35
S 0.5588 1.5785 2.4620  0.01
C -0.4501 1.2881 1.1398  -0.62
C -0.2023 -1.4169 -1.1679  -0.36
C 0.3074 -0.2536 -1.4837  -0.37
C 1.2487 0.2609 -0.5986  -0.13
H 0.3001 -1.9477 -0.4597  0.19
H -0.0272 0.3430 -2.3395  0.26
H -1.8738 -0.0583 2.4546  0.16
H 1.8311 1.2150 1.6264  0.08
H 0.1885 3.4720 0.4388  0.14
H -1.1241 -1.8716 -1.6140  0.22

Forces on the atoms, in the same order (eV/Å):
S -0.3399 -0.6165 0.4984
S -0.5343 -0.6883 0.8645
S 1.1436 0.1474 0.3857
S 0.8434 -0.4425 -0.6389
C 0.5519 1.2416 -1.2670
C -3.0221 -1.2950 -1.8004
C 0.2501 1.6536 -1.0501
C -0.9722 0.6235 0.5430
H 0.8126 -1.6505 2.1693
H -0.0156 0.0566 0.5828
H 0.2804 0.1315 -1.0486
H -0.4985 0.2198 0.5573
H 0.2274 0.0843 0.0907
H 1.2731 0.5346 0.1134


No. 2
DFT (ωB97M-V/def2-TZVPD) results for a molecular structure, C10H11MgNO5 at a distorted geometry.

The multiplicity is 1. As for the calculated total energy: -1017.87569 Eh. The net charge is +2.

Each line ends with the natural charge from an NBO analysis.
CARTESIAN COORDINATES (ANGSTROEM)
Mg 2.2214 -2.4615 2.8798  1.69
O -2.8911 1.4836 0.2976  -0.25
O -0.4585 -3.0416 0.3155  -0.45
O -2.5524 1.0852 1.6125  -0.44
O -3.2338 -0.8142 -0.1153  -0.52
O -4.3615 0.8181 -1.2125  -0.47
N 1.1468 -1.4774 0.9109  -0.79
C 2.6189 2.2018 -0.4414  -0.13
C 1.8916 2.1808 0.7500  -0.18
C -2.2792 -1.3032 -1.0591  -0.07
C -0.8532 -0.8552 -0.6349  -0.57
C 1.4348 0.9497 1.1746  -0.19
C -0.1108 -1.9123 0.1805  0.73
C -3.5644 0.4830 -0.3907  0.93
C 1.6876 -0.1997 0.4483  0.04
C 2.4339 -0.1704 -0.7319  -0.23
C 2.8944 1.0532 -1.1638  -0.18
H -0.9902 0.0063 0.0400  0.28
H -3.3579 0.7603 2.0473  0.48
H 0.8335 0.8800 2.0860  0.22
H -2.3765 -2.3785 -1.2312  0.24
H 1.7064 3.1037 1.2906  0.26
H -0.2864 -0.5601 -1.5273  0.28
H 1.8855 -2.1569 0.6697  0.36
H 2.6029 -1.1066 -1.2669  0.23
H -2.4812 -0.8215 -2.0297  0.22
H 2.9671 3.1650 -0.8132  0.26
H 3.4723 1.0884 -2.0856  0.26

Forces on the atoms, in the same order (eV/Å):
Mg -1.2208 0.6668 -0.7323
O -0.8433 -0.7249 0.0585
O 0.6847 0.4253 0.2607
O 1.0287 -0.4559 0.5408
O 0.2561 0.1912 0.3629
O 0.9226 -0.4231 0.6475
N 1.6839 0.1668 0.6335
C 0.0498 0.9616 0.0511
C 0.3589 -0.2403 -0.6950
C 0.5346 0.5017 -0.7747
C -0.2382 -0.1605 0.4815
C -0.6961 -0.0151 1.0506
C -1.3101 -1.0757 -0.0481
C -1.1270 0.6653 -1.1952
C 0.3715 0.2032 0.1964
C -0.2979 -0.5367 0.6040
C 0.3121 -0.2108 -0.6441
H 0.3465 -0.0188 -0.4071
H -0.2721 0.3169 -0.3128
H 0.1102 0.0171 -0.2135
H -0.1515 0.2010 0.5400
H -0.0669 -0.2532 0.0041
H 0.1595 -0.0348 0.4073
H -0.6458 -0.2133 -1.1956
H 0.1299 0.3325 -0.1144
H 0.0247 -0.1896 0.2451
H 0.0261 -0.2739 0.0426
H -0.1301 0.1771 0.2062


No. 3
DFT (ωB97M-V/def2-TZVPD) results for a molecular structure, C3H5LaO4 at a distorted geometry.

The multiplicity is 2. The expectation value of S² is 0.7511. The net charge is +1. Its energy relative to the best compared isomer or geometry (same formula, charge and spin) is 3.0453 eV.

Each line ends with the Löwdin spin population.
CARTESIAN COORDINATES (ANGSTROEM)
La 1.4254 2.5230 0.5748  0.94
O -2.4862 -0.2200 0.4754  0.00
O -0.4312 0.5718 0.0505  0.02
O -2.1469 1.7225 -0.6133  0.00
O 2.3444 0.4113 0.2918  0.03
C 1.8682 -0.7664 -0.0857  0.00
C 0.3980 -1.0053 0.1280  0.00
C -1.7430 0.6312 0.0421  0.00
H 2.4468 -1.6482 0.2504  0.00
H -0.0302 -1.8857 -0.3657  0.00
H 0.2260 -1.1785 1.2007  0.00
H 1.2341 -0.8542 -1.2224  0.00
H -3.1054 1.6985 -0.7266  0.00

Forces on the atoms, in the same order (eV/Å):
La 0.1761 -2.6284 -0.5448
O 0.7566 0.8926 -0.2848
O 3.5412 -1.1481 -0.5399
O 0.5256 0.7781 -0.0199
O -0.2946 2.9276 0.7857
C -3.8776 -0.6498 -4.2201
C -1.1139 -0.1423 6.0585
C -2.2341 -2.3552 -0.0792
H -0.4192 0.1126 -0.8612
H -0.3791 0.8928 -0.5800
H -0.9318 0.5897 -0.0183
H 4.3978 0.8281 0.0679
H -0.1471 -0.0974 0.2360


No. 4
DFT (ωB97M-V/def2-TZVPD) results for C4H6ClFO2 in the gas phase.

The multiplicity is 1. The net charge is 0. Its energy relative to the best compared isomer or geometry (same formula, charge and spin) is 0.3420 eV. As for the structure (SMILES): COCO/C=C(\F)Cl.

Each line ends with the natural charge from an NBO analysis.
CARTESIAN COORDINATES (ANGSTROEM)
Cl 3.7242 -0.2467 0.3026  0.01
F 1.7467 -1.0906 -1.0769  -0.31
O -0.8922 -0.8903 -0.1855  -0.52
O 0.0699 1.2374 -0.3049  -0.51
C -1.6751 -0.6525 0.9669  -0.26
C -0.7027 0.2359 -0.9578  0.22
C 1.3446 0.9580 0.0540  0.04
C 2.1112 -0.0744 -0.2819  0.25
H -0.1821 -0.1018 -1.8731  0.18
H -1.6576 0.7533 -1.1744  0.16
H -1.8331 -1.6380 1.4280  0.20
H -1.1567 0.0034 1.6568  0.18
H 1.7482 1.7173 0.6976  0.21
H -2.6452 -0.2109 0.7485  0.17

Forces on the atoms, in the same order (eV/Å):
Cl -0.1569 0.0158 -0.0564
F 0.1042 0.2217 0.1224
O -0.1499 0.1003 -0.1075
O -0.1749 0.0453 0.0373
C 0.0150 -0.7062 0.4266
C 0.0581 -0.0152 -0.6706
C 0.0468 -0.3094 -0.1710
C 0.0595 -0.0257 0.0612
H -0.4293 0.2555 0.3742
H 0.4143 -0.2387 0.0045
H 0.0549 0.4186 -0.0548
H 0.1360 0.0891 0.2452
H 0.1848 0.0770 0.0997
H -0.1627 0.0719 -0.3107


No. 5
DFT (ωB97M-V/def2-TZVPD) results for a molecular structure, C31H47CeClO2P2 at a distorted geometry.

The multiplicity is 2. The expectation value of S² is 0.7513. The net charge is +1. Its energy relative to the best compared isomer or geometry (same formula, charge and spin) is 0.0000 eV.

Each line ends with the Löwdin spin population.
CARTESIAN COORDINATES (ANGSTROEM)
Ce 1.8659 -0.6398 -1.1339  1.03
Cl 0.3227 3.3204 6.1208  0.00
P 3.4091 1.0557 -3.4081  0.00
P 2.8915 -1.9680 -3.2633  0.00
O 2.7655 -0.4846 1.0693  0.00
O 1.9084 1.3311 0.1351  0.00
C 0.0740 -1.9806 1.1812  0.00
C 1.3523 3.3471 3.6187  0.00
C -1.5040 3.6848 -4.5144  0.00
C 1.8579 0.5953 3.6207  0.00
C 4.3478 -1.4265 -4.2573  0.00
C 2.9343 2.4599 -4.5568  0.00
C 1.2333 -4.0113 0.1070  0.00
C 0.6563 3.5664 -2.3330  0.00
C -0.7178 -3.0220 -2.2804  0.00
C -1.3308 0.1651 1.5678  0.00
C -2.3303 4.2331 -2.1132  0.00
C 1.8558 2.7449 2.4736  0.00
C 3.0986 -3.7260 -2.8285  0.00
C 5.0515 1.8765 -3.0213  0.00
C -1.8989 -0.2644 -1.4826  0.00
C 4.1241 -0.0191 -4.7875  0.00
C -1.3175 4.5042 -1.0443  0.00
C -0.6739 -0.8678 0.7322  0.00
C -0.0200 4.2256 -1.1722  0.00
C 1.2862 1.1956 4.7421  0.00
C 2.3258 0.7163 1.2021  0.00
C -0.8963 -1.0133 -0.6706  0.00
C -0.2919 -2.2556 -1.0836  0.00
C 2.1328 1.3793 2.4990  0.00
C 1.0562 2.5767 4.7490  0.00
C -0.7329 2.6181 -4.2846  0.00
C 0.3923 -2.7873 0.0548  0.00
C 0.3257 -2.3971 2.5871  0.00
C -1.8967 4.7434 -3.5361  0.00
C -0.0767 2.3317 -2.9574  0.00
C 1.6265 -1.8792 -4.5832  0.00
H 0.0825 -3.4662 2.7326  0.00
H 3.1671 3.4089 -4.0342  0.00
H 5.2081 -1.4031 -3.5808  0.00
H -2.6083 3.1620 -2.1189  0.00
H 5.1019 2.8608 -3.5110  0.00
H -1.0379 1.1830 1.2838  0.00
H -1.0900 0.0235 2.6222  0.00
H 0.6943 1.5364 -3.0897  0.00
H 2.2232 -4.0854 -2.2550  0.00
H -0.1781 -3.9740 -2.3478  0.00
H 2.1247 -1.7334 -5.5514  0.00
H 1.0552 -4.5739 1.0357  0.00
H 2.0360 3.3246 1.5683  0.00
H -1.8957 3.8607 -5.5242  0.00
H -2.4212 0.0838 1.4589  0.00
H -1.6932 4.9610 -0.1154  0.00
H -1.8008 -3.2451 -2.2592  0.00
H 5.0832 0.4529 -5.0838  0.00
H 3.4633 0.0143 -5.6748  0.00
H 1.6543 3.2522 -1.9703  0.00
H 1.1568 4.4156 3.6449  0.00
H 5.9106 1.2855 -3.3734  0.00
H 3.9719 -3.8044 -2.1641  0.00
H -0.5899 1.8577 -5.0658  0.00
H 4.5450 -2.1557 -5.0506  0.00
H 2.0847 -0.4670 3.6145  0.00
H -0.8084 1.9538 -2.2228  0.00
H 5.1439 2.0235 -1.9433  0.00
H 3.2495 -4.3452 -3.7314  0.00
H 3.5458 2.4488 -5.4823  0.00
H -1.6188 -0.2257 -2.5455  0.00
H -2.9030 -0.7317 -1.4355  0.00
H 0.8735 4.2870 -3.1345  0.00
H 1.0244 -4.6705 -0.7442  0.00
H 2.3078 -3.7457 0.0991  0.00
H -2.7603 5.2799 -3.9744  0.00
H 0.9302 -1.0427 -4.4090  0.00
H -2.0143 0.7757 -1.1476  0.00
H 0.6541 4.4558 -0.3430  0.00
H -0.2851 -1.8215 3.3030  0.00
H 1.3880 -2.2639 2.8443  0.00
H -3.2469 4.7817 -1.8417  0.00
H 1.0048 0.6190 5.6181  0.00
H -0.5323 -2.4634 -3.1985  0.00
H -1.1261 5.5247 -3.3938  0.00
H 1.0358 -2.7995 -4.6276  0.00
H 1.8704 2.4654 -4.8328  0.00

Forces on the atoms, in the same order (eV/Å):
Ce -2.5625 0.8689 3.4196
Cl 0.0813 -0.0228 -0.0135
P 1.5616 1.5916 -2.1850
P 0.9520 -1.2254 -2.0044
O 0.0307 0.9652 0.1969
O 0.6655 -0.1317 0.7375
C 0.0025 0.1498 -0.8583
C 0.0171 0.1949 0.1454
C 0.4052 -0.1533 -0.7009
C 0.0776 0.4660 0.4247
C 0.3510 -0.4178 0.2999
C -0.5302 0.4817 0.1425
C 0.1491 -0.3057 0.1518
C 0.5208 -0.4408 -0.3144
C -0.0923 -0.2340 -0.5887
C -0.2137 0.3096 0.2259
C -0.5104 0.4480 -0.3519
C -0.0106 0.1789 0.6222
C 0.1205 -0.3538 -0.3154
C 0.1890 -0.1206 0.7864
C -0.4755 0.2575 -0.2878
C -0.3365 0.1356 -0.0383
C 0.3322 -0.1267 0.3342
C 0.2827 -0.4755 -0.8462
C -0.0881 0.2035 0.7323
C 0.1508 0.2295 0.0698
C 0.0404 -0.4850 -1.2865
C 0.5588 -0.7536 0.1474
C 0.2381 0.6396 0.7785
C -0.5933 -0.3032 -0.3826
C 0.1019 -0.4827 -0.7741
C -0.3652 -0.2216 -0.0539
C -0.7012 0.5382 -0.1610
C 0.3963 0.0485 0.5062
C -0.7292 0.3723 0.6491
C 0.4306 0.1712 0.5803
C -0.4016 -0.0475 -0.2311
H 0.0905 0.4611 -0.0947
H -0.3882 -0.4994 -0.2676
H 0.0656 -0.1878 -0.0816
H 0.0718 0.4380 -0.1894
H -0.0636 -0.4434 0.2052
H -0.0435 -0.0901 0.0579
H -0.0235 0.1369 -0.0338
H -0.5210 0.2574 -0.0316
H 0.4337 0.2476 -0.4846
H -0.1638 0.1142 -0.1126
H -0.2404 -0.0493 0.2628
H 0.1071 0.0827 -0.3120
H -0.1081 -0.2046 0.2840
H 0.1719 -0.3748 0.3132
H 0.1695 0.1327 0.0763
H 0.3380 -0.2470 -0.4306
H 0.4171 0.0360 0.0644
H -0.6264 -0.3439 0.0571
H 0.1962 -0.1219 0.5299
H -0.4150 -0.0306 -0.1334
H 0.0145 -0.1724 -0.0220
H -0.3631 0.0686 0.2755
H -0.1643 -0.0924 -0.2503
H -0.0784 0.4942 0.1513
H 0.0451 0.0584 0.1111
H -0.1578 0.2472 -0.0625
H 0.3916 0.1085 -0.3417
H 0.1860 0.0966 -0.0660
H -0.0354 0.1428 0.4882
H -0.2414 -0.2233 0.6031
H -0.1281 -0.0304 0.1767
H 0.4006 0.1399 0.0242
H -0.1309 -0.0656 0.1449
H 0.1125 -0.0060 0.2857
H -0.1711 -0.3188 0.0381
H 0.4083 -0.2670 0.2228
H 0.1686 -0.2036 -0.1694
H -0.0233 -0.2873 0.0268
H -0.2807 0.0759 -0.1384
H 0.3150 -0.2048 -0.2975
H -0.2699 -0.1417 0.1017
H 0.2574 -0.2967 -0.1169
H 0.1411 0.0059 -0.1451
H -0.1966 -0.1397 -0.1594
H -0.1761 -0.4132 -0.1939
H 0.1205 0.1775 0.0482
H 0.3434 -0.0149 0.0290


No. 6
DFT (ωB97M-V/def2-TZVPD) results for CH5N3O in the gas phase at a distorted geometry.

The multiplicity is 1. The net charge is 0. Its energy relative to the best compared isomer or geometry (same formula, charge and spin) is 1.9625 eV. As for the structure (SMILES): [H]/N=C(\N)NO.

Each line ends with the natural charge from an NBO analysis.
CARTESIAN COORDINATES (ANGSTROEM)
O 0.4970 -1.1563 1.1372  -0.60
N -0.2673 1.7183 -0.2019  -0.73
N 0.4440 -0.3139 -1.3473  -0.83
N -0.7344 -0.3933 0.6603  -0.36
C -0.1966 0.4180 -0.3596  0.55
H -0.8623 0.2251 1.4648  0.37
H 0.2302 2.1285 -0.8585  0.32
H -0.0176 -1.7060 1.7542  0.47
H 1.0613 0.3155 -1.8816  0.39
H 0.6964 -1.2985 -1.1965  0.42

Forces on the atoms, in the same order (eV/Å):
O -2.2021 0.0813 0.1674
N -2.6122 -5.1395 3.3757
N 0.0515 1.4040 -0.1997
N 1.3287 -0.3917 0.7723
C 0.6898 1.4982 0.5539
H -0.2910 0.1326 -0.5073
H 2.6602 2.8707 -4.2609
H 0.8376 -0.3018 -0.1618
H -0.3477 -1.2624 0.2095
H -0.1148 1.1086 0.0509


Q: net charge of number 6 (CH5N3O)?
A: 0